# 1
Molecular formula: C36H73N3O24
Method: DFT, ωB97M-V/def2-TZVPD

Properties
Total energy (eV): -92120.86898
Energy above the lowest of the compared OMol25 structures with the same formula, charge and spin (kcal/mol): 0.0
Maximum force (eV/A): 2.030
E_HOMO (eV): -9.48

```
! wB97M-V def2-TZVPD RIJCOSX def2/J DEFGRID3
* xyz 0 1
C 3.1864 -4.0559 -4.7376
O 1.9635 -3.4260 -5.0946
C 0.9108 -3.5547 -4.2853
O 0.8646 -4.1704 -3.2583
O -0.0550 -2.8411 -4.8640
C -1.2819 -2.6885 -4.1681
H 3.4648 -3.8741 -3.7014
H 3.9242 -3.6229 -5.4082
H 3.1759 -5.1317 -4.9268
H -1.8251 -3.6278 -4.0897
H -1.8858 -1.9278 -4.6522
H -1.1159 -2.3413 -3.1515
C -7.3221 -0.1164 4.8870
O -6.2540 0.7787 5.0097
C -6.2735 1.6079 6.0652
O -7.1602 1.6447 6.8680
O -5.2175 2.4025 6.0904
C -4.0613 2.1341 5.2928
H -8.2872 0.3994 4.9714
H -7.3292 -0.8852 5.6611
H -7.3710 -0.5876 3.9077
H -3.9226 1.0766 5.0849
H -3.1868 2.4596 5.8548
H -4.0727 2.7222 4.3788
C 7.5306 -0.8941 -5.5979
O 6.8461 0.3677 -5.5401
C 5.8846 0.4665 -4.6235
O 5.3914 -0.4442 -4.0132
O 5.5236 1.7434 -4.5574
C 4.4341 2.0323 -3.6886
H 8.5090 -0.7589 -5.1340
H 7.7573 -1.0302 -6.6561
H 6.9450 -1.7026 -5.1800
H 4.3862 3.1119 -3.5562
H 4.5704 1.6309 -2.6861
H 3.5159 1.6927 -4.1635
C 4.2105 1.6952 3.1875
O 4.5931 2.2596 4.4386
C 3.8120 3.1778 4.9867
O 2.6932 3.4670 4.6719
O 4.4988 3.7254 5.9963
C 3.8391 4.8291 6.6018
H 3.1376 1.5398 3.1323
H 4.7938 0.8009 3.0072
H 4.4610 2.4215 2.4088
H 3.9025 5.7146 5.9631
H 4.4391 5.1390 7.4597
H 2.8252 4.6067 6.9128
C 3.7810 -5.5369 -0.0055
O 3.9681 -4.4233 -0.8601
C 3.2639 -3.3100 -0.6804
O 2.3965 -3.0810 0.1159
O 3.7084 -2.4882 -1.6303
C 3.0619 -1.2477 -1.8437
H 4.2281 -6.3954 -0.4951
H 2.7304 -5.7764 0.1673
H 4.2367 -5.3836 0.9733
H 2.3448 -1.3185 -2.6720
H 3.8034 -0.5286 -2.1704
H 2.4297 -0.8876 -1.0344
C 1.8069 -5.3895 2.6428
O 1.0302 -5.1549 3.8275
C 1.2398 -4.0453 4.5017
O 2.1397 -3.2640 4.3335
O 0.3276 -3.9612 5.4700
C 0.5237 -2.9574 6.4419
H 2.8683 -5.4219 2.8830
H 1.6663 -4.5558 1.9580
H 1.4448 -6.3414 2.2748
H -0.4088 -2.7883 6.9745
H 0.7262 -1.9943 5.9666
H 1.3449 -3.1636 7.1240
C -5.4567 -1.6923 -1.3783
O -4.8517 -1.4662 -2.6292
C -5.7310 -1.1897 -3.7305
C -4.8576 -0.6475 -4.8357
O -4.4094 0.6742 -4.6214
C -3.3462 0.8735 -3.6966
C -3.2741 2.3320 -3.3523
O -2.7671 3.0613 -4.4388
C -3.1073 4.4255 -4.4041
H -6.5009 -1.9980 -1.4645
H -5.3578 -0.7719 -0.7913
H -4.8995 -2.4661 -0.8497
H -6.4945 -0.4705 -3.4168
H -6.1967 -2.1527 -3.9705
H -5.4553 -0.5775 -5.7469
H -4.0015 -1.3063 -5.0047
H -2.4300 0.6372 -4.2704
H -3.3525 0.1560 -2.8796
H -2.7558 2.4764 -2.3970
H -4.3137 2.6501 -3.1755
H -4.1800 4.6388 -4.4032
H -2.6686 4.8293 -5.3190
H -2.6341 4.9503 -3.5628
C -0.3273 1.2307 4.6026
O -0.9444 0.5279 3.5366
C -0.1276 -0.4978 3.0407
C 0.8031 0.0155 1.9500
O 0.2429 0.5975 0.8135
C -0.3493 -0.2963 -0.1202
C -0.6516 0.4523 -1.4128
O 0.4931 1.1184 -1.8696
C 0.2411 2.2175 -2.7027
H 0.0668 0.5542 5.3613
H -1.0230 1.9584 5.0152
H 0.4564 1.8828 4.1963
H -0.7587 -1.2825 2.6101
H 0.4970 -0.9935 3.7902
H 1.5132 -0.7828 1.6856
H 1.3671 0.8196 2.4284
H -1.2926 -0.7500 0.1972
H 0.4848 -0.9970 -0.2665
H -1.4883 1.1069 -1.1214
H -0.9876 -0.2296 -2.1999
H -0.3256 1.9427 -3.6023
H 1.1779 2.5485 -3.1515
H -0.2555 3.0216 -2.1550
C -1.3842 -3.7451 1.2385
C -1.7258 -3.6442 -0.1853
N -1.9379 -3.5620 -1.3087
H -1.8643 -4.6412 1.6268
H -1.8146 -2.8779 1.7325
H -0.3001 -3.7896 1.2978
C -0.8123 3.8176 1.1373
C -1.4465 3.9537 2.4371
N -1.9722 4.0390 3.4516
H -0.6486 4.7751 0.6546
H -1.3831 3.1239 0.5193
H 0.1408 3.2904 1.2248
C -0.0965 6.7737 -1.9016
C 0.8458 6.3038 -2.9187
N 1.5872 5.9197 -3.7001
H 0.4409 7.3495 -1.1533
H -0.5338 5.8908 -1.4338
H -0.8950 7.3407 -2.3722
*
```

---

# 2
Molecular formula: C26H36MgN12S2
Method: DFT, ωB97M-V/def2-TZVPD

Properties
Total energy (eV): -72545.57655
Energy above the lowest of the compared OMol25 structures with the same formula, charge and spin (kcal/mol): 8.7
Maximum force (eV/A): 0.678
E_HOMO (eV): -7.32

```
! wB97M-V def2-TZVPD RIJCOSX def2/J DEFGRID3
* xyz 0 1
Mg -0.0067 -0.2811 0.3232
C -2.5963 4.1063 2.8545
S -2.9021 2.3640 3.1541
C -1.3732 1.5962 2.7484
S 0.0399 2.3738 2.2539
N -1.4898 0.2965 3.0094
N -0.5227 -0.4372 2.4184
C -0.1154 -1.4837 3.0426
C 0.8166 -2.3904 2.3595
C 1.4333 -3.4345 3.0387
C 2.3028 -4.2586 2.3505
C 2.5322 -4.0237 1.0027
C 1.8800 -2.9625 0.4024
N 1.0414 -2.1578 1.0571
H -2.9542 4.6794 3.7071
H -3.1138 4.4104 1.9472
H -1.5231 4.2576 2.7328
H -0.4521 -1.6897 4.0538
H 1.2273 -3.5826 4.0901
H 2.7964 -5.0768 2.8588
H 3.1949 -4.6484 0.4215
H 2.0277 -2.7419 -0.6493
C -1.4126 0.1667 -3.8886
N -2.0500 -0.9634 -3.2336
C -3.0968 -1.6098 -4.0093
C -1.6600 -1.3872 -2.0072
N -0.4447 -1.2373 -1.5240
C 0.6761 -1.1422 -2.3790
C 0.8114 -1.9169 -3.5293
C 1.9702 -1.8942 -4.2870
C 3.0406 -1.1078 -3.8787
C 2.9284 -0.3549 -2.7211
C 1.7518 -0.3344 -1.9727
N 1.6730 0.3619 -0.7315
C 2.3739 1.4746 -0.6065
N 2.4518 2.4216 -1.5862
C 3.7055 3.0577 -1.9422
C 1.3668 2.5768 -2.5353
N 3.0568 1.7036 0.5321
C 3.2626 3.0417 1.0758
C 3.3005 0.6157 1.4680
N -2.5938 -1.9807 -1.2140
C -2.1675 -2.7055 -0.0315
C -3.9703 -1.4972 -1.1480
H -0.7189 -0.1557 -4.6704
H -0.8711 0.7528 -3.1531
H -2.1958 0.7878 -4.3229
H -2.7073 -1.8194 -5.0088
H -3.9708 -0.9629 -4.1045
H -3.3823 -2.5515 -3.5478
H -0.0164 -2.5530 -3.8213
H 2.0435 -2.5034 -5.1778
H 3.9640 -1.0979 -4.4417
H 3.7760 0.2239 -2.3718
H 4.4849 2.7639 -1.2450
H 3.6162 4.1466 -1.9318
H 4.0030 2.7467 -2.9492
H 0.4428 2.2346 -2.0755
H 1.5422 2.0226 -3.4626
H 1.2635 3.6371 -2.7710
H 2.8242 3.7852 0.4196
H 4.3297 3.2439 1.1941
H 2.7784 3.1094 2.0497
H 3.3277 -0.3289 0.9308
H 2.5180 0.5886 2.2320
H 4.2647 0.7850 1.9495
H -1.2184 -3.2012 -0.2139
H -2.9244 -3.4539 0.2070
H -2.0742 -2.0433 0.8383
H -4.1398 -0.7029 -1.8661
H -4.1593 -1.0973 -0.1485
H -4.6744 -2.3091 -1.3386
N -1.3807 1.1368 -0.2507
C -2.3436 1.6176 -0.6984
N -3.3791 2.2573 -1.1160
C -3.9271 1.9306 -2.2669
N -4.4509 1.6876 -3.2731
*
```

---

# 3
Molecular formula: C45H53CeClF6N5O5Sb2
Method: DFT, ωB97M-V/def2-TZVPD

Properties
Total energy (eV): -120042.29336
Maximum force (eV/A): 4.042
E_HOMO (spin up / spin down) (eV): -5.10 / -5.10

```
! wB97M-V def2-TZVPD RIJCOSX def2/J DEFGRID3
* xyz -1 1
Ce -1.1945 1.4195 -0.1666
C -5.0740 1.0479 -1.6463
C -4.6287 2.2461 -0.7870
C -4.6545 2.1069 0.7171
N -3.3967 1.5357 1.1618
C -3.2938 1.3567 2.4639
C -4.3644 1.7241 3.4100
C -4.6145 1.3505 4.6685
C -3.8804 0.5033 5.5276
C -2.6731 0.0135 5.2941
C -1.8789 0.1573 4.1719
C -2.0199 0.8383 2.9460
N -1.0144 1.0947 2.1115
C 0.3036 0.4179 2.2752
C 0.2146 -1.0241 1.9085
C -1.0900 -1.7404 1.4686
N -1.5630 -1.0985 0.2719
C -2.5411 -1.6779 -0.3652
C -3.2639 -2.8223 0.1718
C -4.2805 -3.6656 -0.3079
C -4.6282 -3.8430 -1.6266
C -4.0081 -3.1510 -2.7171
C -3.2702 -1.9624 -2.7198
C -2.8473 -1.1085 -1.7013
N -2.4733 0.0981 -1.8190
C -2.8853 0.9121 -2.9374
C -4.4718 1.0296 -3.0134
H -6.1114 1.3475 -1.6994
H -4.9820 0.1132 -1.0964
H -5.2524 3.0873 -1.1420
H -3.6264 2.5502 -1.0410
H -5.5325 1.5762 0.9776
H -4.6471 3.1451 1.1108
H -5.0763 2.3978 3.0066
H -5.5390 1.6834 5.0881
H -4.3344 0.3476 6.5344
H -2.0802 -0.4688 6.1141
H -0.8746 -0.2199 4.2716
H 0.8399 0.5493 3.1982
H 1.0406 0.7784 1.5075
H 0.6127 -1.6082 2.7902
H 0.8979 -1.2970 1.1193
H -1.8342 -1.7274 2.3319
H -0.8483 -2.8390 1.2946
H -2.9338 -3.0461 1.1510
H -4.7905 -4.2959 0.4123
H -5.3902 -4.5417 -1.9675
H -4.2862 -3.4835 -3.7176
H -3.0404 -1.6368 -3.6949
H -2.4304 1.9109 -2.9663
H -2.4058 0.4216 -3.8212
H -4.7950 0.1510 -3.5159
H -4.8351 1.9560 -3.5288
O 0.7957 0.5414 -0.7554
C 1.1826 0.0018 -1.8365
C 0.9929 0.6134 -3.1464
C 1.6585 0.1058 -4.2590
C 1.5263 0.6810 -5.5675
C 0.6950 1.7697 -5.7784
C 0.1187 2.3776 -4.6667
C 0.1953 1.8568 -3.3069
O -0.3785 2.4874 -2.3508
N 2.3333 0.2316 -6.5806
O 3.3073 -0.4951 -6.2867
O 2.1620 0.7075 -7.7103
H 1.0371 -1.0817 -1.8810
H 2.2551 -0.7582 -4.0399
H 0.5728 2.3979 -6.6636
H -0.5001 3.2285 -4.8240
C 4.4552 -3.7312 -2.2736
Sb 3.0363 -4.6694 -0.9772
C 1.4890 -3.6808 -2.1538
C 3.2758 -3.1379 0.6143
C 4.3710 -3.5800 1.5291
C 4.3094 -4.7847 2.2304
C 5.3759 -5.3676 2.9124
C 6.6051 -4.7214 2.9258
C 6.6648 -3.4451 2.3736
C 5.5784 -2.8377 1.7508
C 5.5836 -1.4904 1.1250
Sb 4.5330 -0.0992 2.4655
C 6.2470 0.2913 3.7116
C 4.8846 1.6167 1.1560
H 5.4304 -3.7128 -1.7888
H 4.2577 -2.7434 -2.3088
H 4.3593 -4.2329 -3.2077
H 1.9566 -2.7206 -2.4341
H 0.4820 -3.4876 -1.6131
H 1.2310 -4.3155 -2.9873
H 2.3942 -3.1566 1.2506
H 3.4277 -2.1820 0.1542
H 3.4525 -5.3856 1.9798
H 5.2636 -6.4198 3.2725
H 7.4716 -5.0594 3.4726
H 7.5390 -2.8152 2.4774
H 5.0859 -1.4287 0.1675
H 6.5627 -1.1211 0.9752
H 6.9765 0.7867 3.1438
H 6.6595 -0.6546 4.0423
H 5.9411 0.7712 4.6227
H 5.7122 1.3929 0.5128
H 5.1531 2.4532 1.8284
H 4.0030 1.9133 0.5601
Cl 3.2655 -0.2559 -1.4737
C -2.4337 5.5188 -0.4431
C -1.3844 4.8886 0.4816
O -1.1934 3.5134 0.2040
C -1.7203 5.2068 1.9314
F -1.1312 4.5319 2.9064
F -3.0405 4.9298 2.1397
F -1.5713 6.4984 2.1522
C -0.0036 5.5140 0.2112
F -0.0777 6.8585 0.2070
F 0.4840 5.1016 -0.9438
F 0.9034 5.1375 1.2185
H -3.4012 5.1459 -0.1925
H -2.2427 5.3270 -1.4829
H -2.4281 6.5646 -0.2506
*
```

---

# 4
Molecular formula: C16H21N3O3S
Method: DFT, ωB97M-V/def2-TZVPD

Properties
Total energy (eV): -38370.64776
Energy above the lowest of the compared OMol25 structures with the same formula, charge and spin (kcal/mol): 286.3
Maximum force (eV/A): 10.294
E_HOMO (eV): -8.09

```
! wB97M-V def2-TZVPD RIJCOSX def2/J DEFGRID3
* xyz 0 1
C -7.3867 -1.7806 -1.2745
C -6.9168 -0.3196 -1.2207
O -5.6472 -0.3167 -1.1466
C -5.2951 -0.3648 0.3198
O -6.0599 -0.6474 1.3675
C -3.8001 -0.0681 0.2659
C -3.2598 -0.1122 1.5640
C -1.8130 -0.0051 1.8088
C -1.0911 0.4767 0.7290
N 0.2621 0.3755 1.0654
C 1.3202 0.8977 0.2463
S 0.9077 2.1263 -0.7632
N 2.5246 0.7700 0.6517
C 3.7764 1.6565 -0.0687
C 4.4604 0.6929 -0.8118
C 4.6025 -0.6591 -0.2965
C 5.9450 -1.2861 -0.4194
N 6.1300 -2.6528 -0.7891
O 7.0054 -0.4870 -0.8135
C 4.2838 -0.7713 1.2718
C 2.9642 -0.3149 1.5130
C -1.7047 0.3963 -0.6648
C -2.9372 -0.0566 -0.8302
H -8.6341 -1.7994 -1.3512
H -6.9551 -2.2811 -2.1271
H -7.2826 -2.4449 -0.4013
H -7.1209 0.3297 -2.1647
H -7.5650 0.1039 -0.4087
H -3.7672 -0.3889 2.6700
H -1.5296 0.1329 2.9017
H 0.5827 0.2287 1.9064
H 3.3153 2.6007 -0.5234
H 4.3187 1.9343 0.6415
H 5.4444 1.0606 -1.1333
H 3.9022 0.7001 -1.7564
H 3.8322 -1.4999 -0.8065
H 5.2278 -3.4205 -0.8596
H 6.9753 -2.9520 -0.9736
H 5.1191 -0.0217 1.6382
H 4.4843 -1.8521 1.5765
H 2.2600 -1.0040 1.2065
H 2.8121 -0.0076 2.3723
H -0.9879 0.4450 -1.5541
H -3.3739 0.2371 -1.6664
*
```

---

# 5
Molecular formula: C34H54ClF3NO6Si
Method: DFT, ωB97M-V/def2-TZVPD

Properties
Total energy (eV): -78453.63234
Maximum force (eV/A): 2.551
E_HOMO (eV): -11.47

```
! wB97M-V def2-TZVPD RIJCOSX def2/J DEFGRID3
* xyz 1 1
C 1.6857 -1.1513 5.0360
O 2.1251 0.1327 4.6402
C 2.3969 0.2271 3.2589
C 3.4180 1.3570 2.9758
C 4.0835 1.0701 1.6132
C 3.2752 1.6633 0.4197
C 3.5427 0.8347 -0.8849
C 2.1701 0.3163 -1.3896
C 1.7516 -0.9903 -0.6588
C 0.3040 -0.9160 -0.0248
C -0.3336 -2.2637 -0.2021
C -0.8977 -2.6880 -1.3936
C -0.9992 -1.8570 -2.6690
F -0.5799 -2.5530 -3.7577
F -0.2811 -0.7096 -2.6682
C -2.4691 -1.4618 -2.9439
C -2.9557 -0.3005 -2.0296
Si -4.1993 -0.7596 -0.6676
C -3.3598 -1.1931 0.9901
C -5.3451 -2.1999 -1.0913
C -5.3265 0.7271 -0.3264
C -6.3243 0.5186 0.6150
C -7.2472 1.4882 0.9443
C -7.1432 2.7031 0.2818
C -6.1502 2.9288 -0.6324
C -5.2249 1.9539 -0.9661
C -1.4452 -3.9815 -1.4019
C -2.0822 -4.6350 -2.6122
O -1.4357 -5.0490 -3.5482
O -3.4222 -4.7821 -2.5755
C -1.4332 -4.7767 -0.2563
C -0.8798 -4.2870 0.8865
C -0.8451 -5.0692 2.1945
C -1.1736 -6.5522 2.0021
O -0.7038 -7.2689 1.1679
Cl -2.3652 -7.2091 3.1571
N -0.3397 -3.0663 0.8627
F 0.2226 -2.6426 2.0067
H 1.9884 -1.9437 4.3328
H 2.1588 -1.3973 5.9969
H 0.5953 -1.1665 5.1936
H 2.8211 -0.7016 2.8418
H 1.4786 0.4736 2.6887
H 2.9217 2.3332 3.0009
H 4.1748 1.3138 3.7690
H 5.0823 1.5251 1.5685
H 4.2153 -0.0018 1.4160
H 2.1952 1.6436 0.6253
H 3.5680 2.7059 0.2500
H 3.9631 1.5250 -1.6174
H 4.2619 0.0214 -0.7382
H 1.3925 1.0827 -1.3213
H 2.3241 0.0636 -2.4486
H 2.4922 -1.3614 0.0606
H 1.6841 -1.7739 -1.4308
H -0.2379 -0.1139 -0.5239
H 0.4299 -0.6150 1.0182
H -3.1476 -2.3198 -2.9478
H -2.4578 -1.0803 -3.9738
H -3.4800 0.4097 -2.6842
H -2.1408 0.2656 -1.5601
H -2.6923 -0.4003 1.3509
H -4.1708 -1.3543 1.7144
H -2.8099 -2.1462 0.9414
H -5.7164 -2.6866 -0.1792
H -4.9134 -2.9735 -1.7353
H -6.2312 -1.7825 -1.5920
H -6.4202 -0.4401 1.1298
H -8.0145 1.2883 1.6855
H -7.8760 3.4752 0.5089
H -6.1049 3.9060 -1.1103
H -4.4525 2.1298 -1.7103
H -3.7006 -5.3567 -3.3054
H -1.8852 -5.7610 -0.2754
H 0.1070 -4.9422 2.7207
H -1.6458 -4.6393 2.8148
C 7.2985 2.7617 -3.6124
C 6.7610 3.2263 -2.2680
C 7.8698 3.7937 -1.3957
O 6.1330 2.1300 -1.5960
H 8.0388 1.9680 -3.4789
H 6.4948 2.3497 -4.2246
H 7.7652 3.5835 -4.1572
H 5.9918 3.9847 -2.4228
H 8.6282 3.0328 -1.1918
H 7.4721 4.1153 -0.4320
H 8.3533 4.6460 -1.8749
H 6.8017 1.4512 -1.4522
C -0.9135 3.8234 2.2165
C -0.1279 3.5700 0.9403
C -0.4725 4.5870 -0.1350
O -0.4067 2.2482 0.4589
H -1.9886 3.7414 2.0314
H -0.6618 3.0807 2.9757
H -0.7051 4.8156 2.6177
H 0.9413 3.6102 1.1537
H -1.5336 4.5294 -0.3954
H 0.0922 4.3868 -1.0470
H -0.2510 5.6020 0.1961
H -1.3503 2.2001 0.2662
*
```

---

# 6
Molecular formula: C3H5NO
Method: DFT, ωB97M-V/def2-TZVPD

Properties
Total energy (eV): -6727.29634
Energy above the lowest of the compared OMol25 structures with the same formula, charge and spin (kcal/mol): 52.5
Maximum force (eV/A): 0.587
E_HOMO (eV): -8.84

```
! wB97M-V def2-TZVPD RIJCOSX def2/J DEFGRID3
* xyz 0 1
C -0.1218 -0.9575 -0.4906
O 0.9347 -0.0841 -0.7050
C 0.6356 1.1184 0.0277
C -0.3946 0.7994 1.0799
N -0.7600 -0.4083 0.7242
H 0.2461 -1.9779 -0.3350
H -0.8485 -0.9490 -1.3198
H -1.4767 -0.9307 1.2121
H 0.2174 1.8863 -0.6432
H 1.5678 1.5034 0.4498
*
```

---

Q: Look up the total energy of the fourth one.
A: -38370.64776 eV